No. 1
{
  "formula": "C24H19Cl2N6NaO2S",
  "method": "the ωB97M-V functional and the def2-TZVPD basis",
  "e_above_lowest_kj_mol": 56.4,
  "total_energy_ha": -2885.97461,
  "max_force_ha_per_bohr": 0.084,
  "charge": -2,
  "symbols": ["Na", "Cl", "C", "C", "C", "N", "C", "O", "C", "C", "C", "C", "C", "N", "C", "C", "C", "Cl", "N", "C", "O", "C", "C", "C", "C", "C", "N", "H", "H", "H", "H", "H", "H", "H", "H", "H", "H", "C", "C", "C", "C", "C", "H", "H", "H", "H", "H", "N", "C", "N", "S", "H", "H", "H", "H"],
  "xyz": [[8.14, 9.54, 11.84], [10.37, 2.99, 10.54], [9.57, 4.53, 10.36], [9.90, 5.57, 11.22], [9.42, 6.86, 11.11], [9.77, 7.95, 11.98], [10.62, 7.85, 12.97], [11.24, 6.84, 13.41], [10.82, 9.13, 13.68], [11.62, 9.06, 14.87], [11.80, 10.26, 15.49], [11.23, 11.45, 15.01], [10.38, 11.34, 13.96], [10.29, 10.23, 13.24], [8.51, 7.12, 10.01], [8.12, 6.05, 9.21], [8.56, 4.74, 9.43], [7.72, 3.64, 8.43], [8.05, 8.39, 9.79], [7.76, 8.89, 8.66], [7.62, 8.37, 7.50], [7.70, 10.40, 8.71], [7.69, 11.12, 7.54], [7.44, 12.50, 7.52], [7.46, 13.13, 8.78], [7.73, 12.43, 9.90], [7.70, 11.07, 9.92], [10.51, 5.36, 12.06], [12.02, 8.11, 15.13], [12.35, 10.36, 16.47], [11.40, 12.42, 15.36], [9.79, 12.13, 13.61], [7.36, 6.25, 8.43], [7.67, 10.58, 6.56], [7.32, 13.00, 6.60], [7.19, 14.20, 8.90], [7.76, 12.76, 10.94], [5.97, 11.42, 13.34], [7.12, 11.66, 14.20], [7.44, 10.39, 14.70], [6.44, 9.47, 14.30], [5.49, 10.13, 13.49], [5.37, 12.11, 12.80], [7.64, 12.61, 14.27], [8.14, 10.08, 15.45], [6.36, 8.43, 14.53], [4.67, 9.64, 12.94], [4.93, 8.39, 6.63], [5.24, 8.08, 5.31], [6.44, 7.43, 5.09], [4.11, 8.36, 4.14], [5.75, 8.51, 7.25], [4.14, 8.91, 6.77], [7.19, 7.64, 5.81], [6.63, 7.34, 4.11]]
}

No. 2
{
  "formula": "C24H19F2N2O",
  "method": "the ωB97M-V functional and the def2-TZVPD basis",
  "e_above_lowest_kj_mol": 249.1,
  "total_energy_ha": -1310.03104,
  "max_force_ha_per_bohr": 0.150,
  "charge": 1,
  "symbols": ["C", "C", "C", "F", "C", "C", "C", "C", "C", "C", "F", "C", "C", "C", "C", "C", "C", "H", "H", "H", "H", "H", "H", "H", "H", "H", "H", "H", "H", "H", "O", "C", "C", "C", "C", "C", "C", "C", "C", "C", "N", "N", "H", "H", "H", "H", "H", "H"],
  "xyz": [[5.26, 3.44, -0.58], [4.04, 2.61, -0.46], [2.89, 3.15, 0.13], [2.97, 4.43, 0.61], [1.71, 2.46, 0.24], [1.59, 1.13, -0.27], [0.36, 0.44, -0.25], [-0.86, 1.14, -0.38], [-0.95, 2.44, -1.00], [-2.15, 3.11, -1.06], [-2.19, 4.36, -1.63], [-3.35, 2.60, -0.56], [-4.59, 3.40, -0.62], [-3.29, 1.32, 0.01], [-2.11, 0.61, 0.08], [2.79, 0.55, -0.82], [3.96, 1.28, -0.90], [6.11, 2.81, -0.85], [5.16, 4.21, -1.35], [5.49, 3.95, 0.36], [0.85, 2.94, 0.71], [0.37, -0.72, -0.32], [-0.06, 2.90, -1.43], [-5.44, 2.77, -0.34], [-4.57, 4.25, 0.08], [-4.77, 3.81, -1.62], [-4.21, 0.89, 0.41], [-2.11, -0.37, 0.55], [2.74, -0.45, -1.24], [4.86, 0.82, -1.32], [-0.77, -1.28, 2.46], [-0.56, -1.99, 1.48], [-1.16, -3.30, 1.15], [-0.40, -3.93, 0.16], [-0.69, -5.25, -0.18], [-1.74, -5.91, 0.46], [-2.53, -5.24, 1.43], [-2.23, -3.92, 1.78], [0.68, -3.02, -0.35], [0.54, -1.74, 0.48], [1.74, -1.58, 1.32], [2.66, -1.01, 1.66], [-0.08, -5.75, -0.94], [-1.97, -6.95, 0.22], [-3.36, -5.76, 1.90], [-2.81, -3.36, 2.51], [1.68, -3.49, -0.27], [0.53, -2.80, -1.42]]
}

No. 3
{
  "formula": "C24H20AgFN5O10",
  "method": "the ωB97M-V functional and the def2-TZVPD basis",
  "total_energy_ha": -2199.30340,
  "max_force_ha_per_bohr": 0.059,
  "charge": -1,
  "symbols": ["Ag", "O", "C", "O", "C", "C", "C", "C", "C", "C", "O", "N", "O", "O", "N", "O", "O", "H", "H", "F", "C", "C", "C", "C", "O", "C", "C", "N", "C", "C", "C", "C", "C", "C", "N", "C", "C", "N", "C", "C", "C", "O", "O", "H", "H", "H", "H", "H", "H", "H", "H", "H", "H", "H", "H", "H", "H", "H", "H", "H", "H"],
  "xyz": [[-2.99, -2.78, 1.00], [-5.18, -4.80, 3.73], [-4.79, -3.75, 3.20], [-4.75, -3.52, 1.95], [-4.44, -2.62, 4.14], [-4.86, -2.76, 5.44], [-4.56, -1.72, 6.36], [-3.78, -0.59, 6.09], [-3.37, -0.56, 4.77], [-3.68, -1.48, 3.74], [-3.19, -1.26, 2.61], [-2.49, 0.62, 4.42], [-3.08, 1.55, 3.89], [-1.31, 0.48, 4.69], [-5.15, -1.80, 7.68], [-4.96, -0.86, 8.47], [-5.86, -2.80, 7.92], [-5.48, -3.60, 5.73], [-3.46, 0.15, 6.82], [-1.27, 2.04, -3.33], [-0.37, 1.19, -2.74], [-0.85, 0.26, -1.87], [0.03, -0.54, -1.13], [-0.55, -1.62, -0.34], [-1.78, -1.79, -0.47], [0.39, -2.33, 0.49], [1.72, -2.00, 0.42], [2.27, -0.99, -0.35], [3.69, -0.88, -0.42], [4.43, -0.84, 0.88], [4.32, 0.39, 0.07], [1.42, -0.33, -1.23], [1.89, 0.57, -2.21], [1.01, 1.36, -2.97], [1.53, 2.28, -3.89], [2.62, 3.14, -3.50], [3.51, 3.62, -4.65], [2.68, 4.05, -5.83], [1.65, 3.05, -6.29], [0.79, 2.51, -5.13], [0.03, -3.45, 1.47], [0.96, -3.90, 2.15], [-1.14, -3.88, 1.43], [-1.91, 0.14, -1.72], [2.36, -2.58, 1.08], [4.27, -1.33, -1.26], [5.37, -1.39, 0.82], [3.85, -0.85, 1.81], [5.22, 0.62, -0.55], [3.67, 1.18, 0.46], [2.94, 0.68, -2.37], [3.26, 2.60, -2.76], [2.24, 4.04, -2.97], [4.21, 2.82, -4.98], [4.08, 4.49, -4.27], [3.28, 4.29, -6.64], [2.18, 4.91, -5.61], [2.13, 2.21, -6.82], [0.96, 3.55, -7.00], [0.33, 1.57, -5.47], [-0.04, 3.23, -4.98]]
}

No. 4
{
  "formula": "C24H20AsBrN4O4S10SbW",
  "method": "the ωB97M-V functional and the def2-TZVPD basis",
  "e_above_lowest_kj_mol": 93.6,
  "total_energy_ha": -10545.85103,
  "max_force_ha_per_bohr": 0.016,
  "charge": -1,
  "symbols": ["W", "S", "As", "S", "S", "S", "C", "O", "C", "C", "C", "Br", "C", "C", "C", "O", "C", "N", "C", "C", "C", "C", "C", "C", "N", "H", "H", "H", "H", "H", "H", "H", "H", "H", "H", "H", "O", "C", "C", "C", "C", "C", "C", "C", "O", "N", "N", "C", "S", "C", "C", "S", "H", "H", "H", "H", "H", "H", "H", "H", "H", "S", "Sb", "S", "S", "S"],
  "xyz": [[0.64, 0.87, 0.07], [4.51, -0.82, -1.56], [3.81, -0.01, 0.21], [2.75, 1.89, -0.28], [1.70, -0.97, 0.78], [4.83, 0.03, 2.00], [-0.49, -1.60, 3.72], [-0.86, -1.95, 2.39], [-1.72, -2.96, 2.22], [-2.36, -3.65, 3.24], [-3.21, -4.70, 2.92], [-4.08, -5.62, 4.34], [-3.43, -5.10, 1.63], [-2.78, -4.42, 0.59], [-1.97, -3.33, 0.89], [-1.32, -2.61, -0.07], [-2.94, -4.90, -0.78], [-3.91, -5.66, -1.20], [-3.63, -5.93, -2.53], [-4.33, -6.69, -3.46], [-3.81, -6.79, -4.74], [-2.62, -6.14, -5.10], [-1.92, -5.37, -4.19], [-2.44, -5.29, -2.91], [-2.03, -4.61, -1.78], [-0.09, -2.48, 4.25], [-1.34, -1.18, 4.26], [0.29, -0.85, 3.63], [-2.21, -3.37, 4.28], [-4.07, -5.94, 1.39], [-1.88, -2.49, -0.84], [-5.25, -7.18, -3.18], [-4.34, -7.37, -5.48], [-2.25, -6.24, -6.11], [-1.00, -4.87, -4.47], [-1.14, -4.16, -1.64], [-0.43, 5.08, -1.75], [-0.24, 4.73, -3.03], [-0.44, 5.74, -3.98], [-0.29, 5.49, -5.32], [0.06, 4.22, -5.77], [0.26, 3.22, -4.84], [0.12, 3.45, -3.47], [0.39, 2.35, -2.52], [0.28, 2.59, -1.24], [0.68, 1.18, -3.02], [0.80, 0.16, -2.07], [1.12, -0.95, -2.67], [1.42, -0.90, -4.39], [1.67, -2.69, -4.57], [2.18, -3.25, -3.26], [1.20, -2.52, -1.92], [-0.37, 4.30, -1.17], [-0.72, 6.72, -3.61], [-0.45, 6.29, -6.03], [0.17, 4.01, -6.82], [0.53, 2.22, -5.16], [2.40, -2.83, -5.36], [0.73, -3.16, -4.87], [3.22, -2.99, -3.09], [2.05, -4.33, -3.19], [-3.32, 0.77, 3.07], [-2.15, 2.01, 1.64], [0.23, 1.90, 2.08], [-1.61, 0.57, -0.32], [-2.56, 4.07, 0.88]]
}